C21H24N4O5S2 | wB97M-V/def2-TZVPD

Each atom is followed by the atoms it is bonded to, with distances in Å.
Geometry (Å):
1 C 0.632 1.199 3.752  O2 1.414, H33 1.096, H34 1.093, H35 1.088
2 O 1.067 1.171 2.407  C1 1.414, C3 1.404
3 C 2.162 2.003 2.125  O2 1.404, C4 1.537, H36 1.093, H37 1.101
4 C 1.845 3.507 2.126  C3 1.537, N5 1.448, H38 1.091, H39 1.094
5 N 0.928 3.843 1.057  C4 1.448, C6 1.445, S10 1.674
6 C 1.337 4.832 0.086  N5 1.445, C7 1.541, H40 1.094, H41 1.090
7 C 1.360 6.262 0.660  C6 1.541, O8 1.406, H42 1.092, H43 1.101
8 O 1.898 7.212 -0.226  C7 1.406, C9 1.406
9 C 3.302 7.221 -0.303  O8 1.406, H44 1.088, H45 1.097, H46 1.096
10 S -0.695 3.807 1.465  N5 1.674, O11 1.432, O12 1.437, C13 1.793
11 O -1.398 4.699 0.592  S10 1.432
12 O -0.851 3.977 2.884  S10 1.437
13 C -1.189 2.139 1.030  S10 1.793, C14 1.381, C32 1.381
14 C -0.722 1.585 -0.145  C13 1.381, C15 1.383, H47 1.078
15 C -1.109 0.305 -0.497  C14 1.383, C16 1.394, H48 1.080
16 C -1.975 -0.409 0.330  C15 1.394, C17 1.485, C31 1.394
17 C -2.429 -1.788 0.019  C16 1.485, O18 1.215, N19 1.369
18 O -3.483 -2.251 0.411  C17 1.215
19 N -1.570 -2.540 -0.737  C17 1.369, C20 1.370, H49 1.010
20 C -1.861 -3.831 -1.090  N19 1.370, N21 1.286, S30 1.746
21 N -1.070 -4.567 -1.786  C20 1.286, C22 1.368
22 C -1.602 -5.808 -2.001  N21 1.368, C23 1.456, C29 1.368
23 C -0.840 -6.777 -2.776  C22 1.456, C24 1.396, C28 1.396
24 C 0.417 -6.434 -3.277  C23 1.396, C25 1.383, H50 1.078
25 C 1.121 -7.372 -4.011  C24 1.383, N26 1.323, H51 1.083
26 N 0.669 -8.588 -4.270  C25 1.323, C27 1.323
27 C -0.521 -8.915 -3.796  N26 1.323, C28 1.384, H52 1.083
28 C -1.315 -8.060 -3.051  C23 1.396, C27 1.384, H53 1.078
29 C -2.836 -5.986 -1.436  C22 1.368, S30 1.721, H54 1.070
30 S -3.365 -4.574 -0.605  C20 1.746, C29 1.721
31 C -2.471 0.183 1.489  C16 1.394, C32 1.382, H55 1.080
32 C -2.075 1.459 1.843  C13 1.381, C31 1.382, H56 1.078
33 H 1.477 1.058 4.436  C1 1.096
34 H 0.116 2.132 3.994  C1 1.093
35 H -0.062 0.367 3.858  C1 1.088
36 H 2.493 1.704 1.127  C3 1.093
37 H 2.975 1.817 2.844  C3 1.101
38 H 2.779 4.057 1.999  C4 1.091
39 H 1.396 3.790 3.083  C4 1.094
40 H 2.323 4.550 -0.293  C6 1.094
41 H 0.619 4.802 -0.734  C6 1.090
42 H 0.330 6.571 0.849  C7 1.092
43 H 1.914 6.271 1.611  C7 1.101
44 H 3.566 8.074 -0.924  C9 1.088
45 H 3.753 7.343 0.691  C9 1.097
46 H 3.702 6.310 -0.762  C9 1.096
47 H -0.054 2.157 -0.768  C14 1.078
48 H -0.757 -0.115 -1.427  C15 1.080
49 H -0.665 -2.190 -1.015  N19 1.010
50 H 0.816 -5.452 -3.085  C24 1.078
51 H 2.098 -7.142 -4.415  C25 1.083
52 H -0.855 -9.918 -4.030  C27 1.083
53 H -2.278 -8.388 -2.694  C28 1.078
54 H -3.457 -6.857 -1.459  C29 1.070
55 H -3.163 -0.377 2.100  C31 1.080
56 H -2.431 1.935 2.742  C32 1.078

## Properties
SMILES = COCCN(CCOC)S(=O)(=O)c1ccc(C(=O)Nc2nc(-c3ccncc3)cs2)cc1
Net charge = 0
Largest force on an atom = 0.025 Eh/bohr
M = 476.58 u
Orbital gap = 8.203 eV
LUMO = -0.26 eV
Relative energy (zero: lowest compared OMol25 entry of this formula, charge and spin) = 0.551 eV
HOMO energy = -8.460 eV
Energy = -60033.85592 eV



C3H5N2O | wB97M-V/def2-TZVPD

Each atom is followed by the atoms it is bonded to, with distances in Å.
Geometry (Å):
1 C 0.074 -1.140 -1.510  N2 1.434, H7 1.044, H8 1.059, H9 1.129
2 N -0.336 -0.065 -0.655  C1 1.434, O3 1.227, C4 1.367
3 O -1.229 0.697 -1.011  N2 1.227
4 C 0.148 0.016 0.621  N2 1.367, C5 1.323, H10 1.133
5 C -0.127 1.035 1.419  C4 1.323, N6 1.166
6 N -0.279 1.753 2.325  C5 1.166, H11 1.001
7 H 0.660 -1.876 -1.057  C1 1.044
8 H -0.733 -1.617 -2.001  C1 1.059
9 H 0.878 -0.752 -2.201  C1 1.129
10 H 1.049 -0.513 1.059  C4 1.133
11 H -0.105 2.460 3.012  N6 1.001

## Properties
SMILES = C[N+](=O)C=C=N
Net charge = +1
Largest force on an atom = 0.090 Eh/bohr
M = 85.09 u
Orbital gap (alpha / beta) = 8.853 / 8.855 eV
LUMO (alpha / beta) = -6.21 / -6.21 eV
Relative energy (zero: lowest compared OMol25 entry of this formula, charge and spin) = 4.669 eV
HOMO energy (alpha / beta) = -15.067 / -15.067 eV
Energy = -8208.52420 eV